1.
DFT (ωB97M-V with the def2-TZVPD basis set) results for a structure of composition C13H33LiN5O3P2.

Calculated values
charge = +1
Kohn-Sham gap = 10.2220 eV
multiplicity = 1

Last column: natural (NBO) charge in e.
Element x y z (Å)
H1 -4.2495 -1.7669 0.0900  0.232
O1 0.7977 0.4019 -0.0666  -1.174
P1 0.3374 0.6586 1.3327  2.510
H2 -4.5390 0.7486 2.8242  0.190
H3 2.3238 -3.3692 -5.0547  0.225
H4 2.1627 -1.7395 -5.7273  0.224
O2 -1.2730 0.7896 1.4218  -1.105
C1 -4.5209 -1.2991 1.0331  -0.417
H5 0.3591 -2.4174 1.5222  0.188
H6 -0.3072 1.9124 3.6633  0.218
H7 -2.6646 3.4433 0.4477  0.197
H8 -2.8911 0.8136 -2.1892  0.233
H9 4.4010 -2.3426 -2.0704  0.220
H10 -4.0336 2.1464 -1.9927  0.208
N1 0.8989 2.0474 1.9381  -0.817
H11 -1.1158 -1.6650 2.1839  0.225
N2 -3.1523 1.4977 -0.2119  -0.827
O3 -1.9453 -0.7463 -0.5640  -1.177
H12 2.5321 0.3057 2.9285  0.211
H13 2.9200 2.6492 1.9296  0.191
H14 2.1455 -1.2230 3.7095  0.216
C2 -3.4489 2.6924 0.5750  -0.406
H15 -3.9433 -0.7338 3.5833  0.215
H16 2.6147 -1.2046 1.9990  0.195
H17 4.7819 -0.5715 -4.5669  0.226
H18 0.4048 3.4995 3.3598  0.211
H19 5.0275 -2.9147 -3.6226  0.226
C3 -3.6889 0.0617 2.8831  -0.412
H20 -4.3989 3.1167 0.2500  0.213
H21 -3.5314 2.4621 1.6348  0.210
H22 -2.2907 2.4573 -1.8926  0.190
C4 1.9564 -1.6178 -3.0287  0.429
C5 0.5857 2.4254 3.3137  -0.404
N3 -3.3885 -0.5402 1.5817  -0.811
N4 0.9845 -1.4651 -2.4406  -0.479
N5 0.6428 -0.5130 2.4376  -0.807
P2 -2.4457 0.2040 0.4731  2.526
C6 3.2021 -1.8069 -3.8114  -0.160
C7 2.0667 -0.6662 2.7768  -0.416
C8 2.8204 -2.4061 -5.1699  -0.589
C9 2.0148 2.7677 1.3275  -0.402
H23 1.7731 3.8295 1.2697  0.205
C10 -3.0806 1.7388 -1.6550  -0.403
C11 -0.0463 -1.8035 2.3324  -0.422
H24 2.2021 2.3976 0.3240  0.236
H25 -5.3928 -0.6560 0.8820  0.193
C12 4.1206 -2.7601 -3.0376  -0.589
H26 1.4116 2.1778 3.9865  0.196
Li1 -0.2213 -0.7098 -1.0344  0.903
H27 -4.7813 -2.0862 1.7400  0.215
H28 3.7326 -2.5549 -5.7484  0.226
H29 0.0923 -2.3477 3.2663  0.216
H30 4.1301 0.0028 -3.0250  0.221
C13 3.8682 -0.4375 -3.9871  -0.589
H31 -2.8247 0.5903 3.2761  0.218
H32 3.2186 0.2545 -4.5227  0.223
H33 3.6458 -3.7278 -2.8773  0.224



2.
DFT (ωB97M-V with the def2-TZVPD basis set) results for a cluster of 10 separate species, C13H33N9O20 in total.

Calculated values
charge = 0
structure (SMILES) = C[N+](=O)[O-].C[N+](=O)[O-].C[N+](=O)[O-].C[N+](=O)[O-].C[N+](=O)[O-].C[N+](=O)[O-].C[N+](=O)[O-].C[N+](=O)[O-].C[N+](=O)[O-].O=C1CCCO1
Kohn-Sham gap = 9.7555 eV
multiplicity = 1

Last column: Löwdin charge in e.
Element x y z (Å)
C1 -3.8273 1.3649 -1.8698  0.029
H1 -2.9314 1.7588 -1.4154  0.060
O1 4.0738 -3.0613 0.2310  0.063
H2 1.8421 -4.1542 -1.1589  0.103
O2 -2.6057 3.7272 0.1006  0.077
O3 -2.9724 1.9016 1.1760  0.054
O4 -1.3455 -2.6789 4.9539  0.053
N1 0.5427 3.1564 3.6112  -0.439
H3 -2.5056 -4.6569 1.5364  0.104
N2 -2.8655 3.1095 1.1109  -0.417
C2 1.3876 0.7217 -4.3489  -0.069
H4 1.1479 -1.0473 4.2025  0.098
H5 -0.7967 -2.9541 -3.8984  0.101
H6 0.8946 -2.1611 5.5631  0.095
O5 2.9981 2.2320 -3.3027  0.126
H7 0.4550 -0.5882 1.2656  0.085
C3 1.8751 -3.6455 -0.2002  0.034
H8 -3.9725 3.3468 2.8730  0.097
C4 -3.2357 3.9114 2.3052  0.049
H9 2.5447 3.3997 4.1120  0.094
H10 -3.1123 -3.4571 2.6441  0.098
H11 -1.3240 -3.6940 2.5110  0.084
C5 1.8172 -0.5429 -5.0783  -0.145
O6 -1.2523 -0.0060 -1.0214  0.045
O7 2.6536 0.9116 1.1003  0.051
H12 -4.5307 1.0047 -1.1225  0.108
O8 -3.0994 -1.8116 0.9628  0.093
H13 0.8903 1.4470 -4.9785  0.133
C6 2.8666 -1.0955 -4.0913  -0.156
C7 1.6043 3.8477 4.4181  0.066
O9 0.7328 0.8026 -0.8832  0.052
H14 0.7475 0.4260 -3.5102  0.107
H15 -0.6073 -1.7182 -2.7084  0.073
H16 -3.7343 4.8005 1.9358  0.100
C8 4.6212 1.1858 -0.0670  0.053
O10 3.4753 0.0665 -3.5116  0.007
H17 1.3961 3.6533 5.4625  0.093
C9 2.6701 1.1510 -3.6841  -0.495
O11 -4.5361 2.2575 -3.8733  0.069
O12 3.1627 -4.5821 1.4535  0.065
O13 -1.7553 -0.6444 -4.7245  0.072
H18 -2.3992 4.1168 2.9620  0.082
N3 -2.2607 -1.4453 -3.9641  -0.432
O14 -4.7665 3.4656 -2.1190  0.047
H19 2.3486 -1.6594 -3.3049  0.112
H20 5.0478 0.2120 0.2007  0.110
H21 3.6110 -1.7386 -4.5499  0.122
H22 -3.6491 0.5195 -2.5237  0.069
C10 -2.2773 -3.6994 1.9983  0.045
N4 -4.4479 2.4296 -2.6783  -0.440
O15 -1.2905 -2.6593 0.1707  0.025
H23 4.1816 0.9421 -1.0361  0.085
C11 -0.2404 0.2266 1.1112  0.032
N5 -2.2149 -2.6353 0.9637  -0.427
H24 0.3061 -0.4957 5.7477  0.103
C12 0.5061 -1.2954 5.0412  0.065
N6 -0.3042 0.3919 -0.3931  -0.391
H25 1.6265 -2.5948 -0.3081  0.087
H26 1.5218 4.8909 4.1380  0.098
N7 3.7089 1.5036 1.0382  -0.423
H27 5.3852 1.9390 -0.1937  0.101
O16 -3.4585 -1.6403 -3.8469  0.068
H28 0.0775 1.2015 1.4534  0.071
O17 -1.2879 -1.0523 3.5493  0.061
H29 2.3495 -0.4131 -6.0211  0.119
H30 -1.8550 -2.9295 -2.4606  0.085
H31 1.1406 -4.1248 0.4399  0.082
H32 1.0072 -1.2591 -5.2033  0.098
O18 0.0683 2.1329 4.0631  0.049
C13 -1.3613 -2.3264 -3.2095  0.022
O19 0.2894 3.6283 2.5260  0.066
O20 4.1549 2.2174 1.9213  0.054
H33 -1.2417 -0.0563 1.4057  0.051
N8 3.1532 -3.7938 0.5307  -0.447
N9 -0.8182 -1.6840 4.4702  -0.420



3.
DFT (ωB97M-V with the def2-TZVPD basis set) results for a cluster of 4 separate species, C13H33NO4 in total.

Calculated values
charge = 0
structure (SMILES) = CC1(C)CCCC(C)(C)N1O.CCO.CCO.O
Kohn-Sham gap = 8.7096 eV
multiplicity = 1

Last column: natural (NBO) charge in e.
Element x y z (Å)
H1 -3.8966 -4.1269 2.4393  0.465
H2 -0.5738 3.0142 -2.1040  0.207
C1 1.1342 2.5971 0.2806  -0.409
C2 3.4238 -0.1658 0.8613  -0.065
H3 -0.6619 -1.2071 -0.5925  0.509
O1 -1.7430 -0.1547 -0.9896  -0.576
C3 0.3632 1.8188 1.3237  -0.418
H4 -2.1024 -0.5296 1.7030  0.227
H5 -1.2010 0.5286 2.8119  0.217
H6 3.3357 -0.5639 1.8722  0.157
N1 -0.7070 0.5844 -0.5805  -0.258
H7 0.4894 3.3462 -0.1789  0.195
H8 -2.0395 2.7676 1.6766  0.218
H9 1.9577 3.2211 0.6278  0.221
H10 2.8222 0.7429 0.8840  0.172
H11 -1.0710 1.7748 -3.3158  0.217
H12 -0.3527 -0.6554 1.8764  0.206
H13 1.5404 -0.8549 -1.7012  0.245
H14 -2.9450 -3.4986 -0.8164  0.205
H15 5.1008 -0.8878 0.6888  0.465
H16 -2.9696 1.8190 0.5604  0.208
H17 -2.3391 0.5908 -1.0923  0.487
H18 1.1084 1.1869 1.8068  0.205
O2 -3.8609 -3.9447 1.4974  -0.697
H19 0.1175 2.6086 2.0337  0.220
O3 4.7455 -0.0156 0.5026  -0.704
H20 0.4769 2.4410 -3.2976  0.215
H21 2.8240 -0.9139 -1.2636  0.216
H22 2.1312 2.2132 -1.5294  0.213
C4 -1.9716 2.2204 0.7364  -0.649
C5 -2.6618 -3.4358 1.3321  -0.048
C6 0.9139 -0.2122 -2.3197  -0.643
H23 -3.0306 -1.9901 -0.1159  0.190
H24 -1.9999 -4.3005 1.3799  0.132
C7 1.5583 1.6076 -0.8271  -0.427
C8 0.3004 0.9952 -1.6306  0.174
C9 -0.2983 2.0919 -2.6154  -0.652
C10 -0.8815 1.1371 0.8145  0.112
O4 0.0814 -1.5875 -0.1243  -0.988
H25 2.2224 0.8218 -0.4670  0.231
C11 -1.1861 0.0459 1.8347  -0.613
H26 1.6501 0.2285 -2.9920  0.201
H27 -2.3301 -2.6883 2.0528  0.139
H28 -1.7452 3.0768 0.1012  0.220
H29 1.6705 -1.2880 0.0238  0.252
H30 0.2214 -0.7384 -2.9768  0.212
C12 -2.4295 -2.8981 -0.0669  -0.640
H31 3.1065 -2.1126 -0.0900  0.209
H32 -1.3845 -2.7136 -0.3159  0.247
C13 2.7215 -1.0982 -0.1942  -0.706
H33 0.3651 -0.8981 0.4760  0.485